Density functional theory data (wB97M-V/def2-TZVPD) for the molecule C15H20N2O3.

As for the max |F|: 0.012 hartree/bohr. Its SMILES is CCCCNC(=O)Oc1cccc(N2CCCC2=O)c1. For the HOMO energy, the calculation gives -8.4 eV. The HOMO-LUMO gap is 0.33501 hartree. For the energy above the lowest of the compared OMol25 structures with the same formula, charge and spin, the calculation gives 6.2 kJ/mol. For the total energy, the calculation gives -918.87317 a.u.

Cartesian coordinates (Å):
C -4.52562 -1.30966 1.96487
C -5.13531 -0.13472 1.20913
C -5.55903 -0.49138 -0.21645
H -6.05695 0.37188 -0.66635
H -6.27717 -1.31284 -0.18766
C -4.39233 -0.91291 -1.11373
N -3.38408 0.11410 -1.22622
C -2.18250 0.02070 -0.61961
O -1.75406 -0.96245 -0.06946
O -1.53316 1.21048 -0.74206
C -0.22957 1.36336 -0.29277
C 0.71530 0.35730 -0.39656
C 2.01692 0.57964 0.05233
C 2.35849 1.82876 0.56741
C 1.40788 2.82945 0.63704
C 0.10810 2.60806 0.22148
H -0.64356 3.37856 0.28275
H 1.68272 3.79433 1.03496
H 3.36517 2.01263 0.90079
N 2.94808 -0.46086 -0.00929
C 4.30808 -0.33242 0.00590
O 4.93802 0.69600 0.07963
C 4.90271 -1.72730 -0.11752
C 3.74910 -2.65109 0.25061
H 3.73194 -2.81814 1.32820
C 2.52346 -1.84184 -0.17369
H 2.27135 -2.03972 -1.22304
H 1.64760 -2.04660 0.44462
H 3.79600 -3.61640 -0.24904
H 5.21879 -1.86693 -1.15375
H 5.77824 -1.83007 0.52014
H 0.42718 -0.58944 -0.81838
H -3.65615 1.01660 -1.58357
H -4.76814 -1.15008 -2.11465
H -3.89442 -1.79422 -0.70776
H -6.01707 0.22216 1.74683
H -4.41444 0.68548 1.17990
H -4.36580 -1.04052 3.00631
H -5.18863 -2.17175 1.93135
H -3.56523 -1.58772 1.53945

These are the natural (NBO) partial charges, in e, on atoms 1 to 5: C -0.62; C -0.40; C -0.40; H 0.20; H 0.21